# C32H36MnN6O11S

A molecular structure, C32H36MnN6O11S (ωB97M-V with the def2-TZVPD basis set, the OMol25 dataset).

Summary:
E_HOMO (alpha / beta)   -11.311 / -11.338 eV
Net charge   +1
2S+1   5
DFT total energy   -3946.06522 Ha

Geometry as XYZ:
```
87
Properties=species:S:1:pos:R:3:mulliken_charge:R:1
Mn 0.3015 -1.9067 -0.4994 0.1980
C 5.3230 2.7997 4.0759 -1.4693
C 4.7109 2.1099 2.8676 0.8062
C 3.8818 1.0337 3.0280 -0.6408
C 3.2288 0.4540 1.9587 -1.2093
C 3.3720 1.0210 0.6614 0.6237
C 4.3065 2.0343 0.4617 -0.9244
C 4.9505 2.5662 1.5747 -0.6772
S 2.2404 0.6328 -0.6862 1.4496
O 2.8868 1.0237 -1.9147 -0.6754
O 0.9540 1.2103 -0.3866 -0.2351
N 2.1244 -1.0231 -0.6590 0.3427
C 3.0024 -1.6844 -1.6396 -0.2791
C 4.3482 -1.6134 -1.7635 -0.1593
C 4.9643 -2.3011 -2.8316 -0.8344
C 4.2952 -3.0299 -3.7592 -0.8511
C 2.8751 -3.1402 -3.6427 0.8689
C 1.9597 -3.7458 -4.6200 -0.7021
C 0.6115 -3.7132 -4.3717 -0.6708
C 0.1054 -3.0898 -3.2282 -0.1903
N 0.9302 -2.6106 -2.2822 0.3321
C 2.2707 -2.4927 -2.5635 0.4302
H 5.3678 2.1290 4.9679 0.3515
H 4.7464 3.7024 4.2880 0.2843
H 6.3287 3.1687 3.8691 0.3970
H 3.7895 0.5544 3.9801 0.4047
H 2.5514 -0.3833 2.1246 0.3991
H 4.5090 2.4607 -0.5129 0.5277
H 5.6506 3.3807 1.4520 0.4158
H 4.9361 -1.0765 -1.0412 0.5733
H 6.0316 -2.2922 -2.8310 0.4432
H 4.8002 -3.4947 -4.6394 0.3708
H 2.3301 -4.3167 -5.4469 0.4509
H -0.1648 -4.2065 -4.9404 0.3980
H -1.0041 -2.9548 -3.0080 0.2720
C 0.2924 4.1937 1.0297 -0.1827
C 1.1094 4.2588 2.3222 -0.9208
C 0.9557 2.8469 2.8742 0.4680
O -0.3575 2.3759 2.4102 -0.4701
C -0.8895 3.3838 1.5794 0.2888
H 0.8155 3.6009 0.3006 -0.0696
H -0.0499 5.1823 0.6143 0.4118
H 0.7035 4.9517 3.0237 0.3365
H 2.1308 4.4848 2.0942 0.4178
H 1.0479 2.7587 3.9604 0.4217
H 1.7304 2.1818 2.4507 -0.4905
H -1.5929 4.0984 2.0834 0.3535
H -1.4797 2.9026 0.7648 -0.4484
O -3.1799 -1.1021 -0.5822 -1.0030
C -2.3246 -0.3862 -1.1719 -0.4837
O -1.1422 -0.7036 -1.4452 -0.1674
C -2.6443 1.0538 -1.4608 1.1070
C -1.8208 1.8666 -2.1872 -0.2086
C -2.2541 3.1971 -2.3393 -0.0015
C -3.4681 3.6561 -1.8505 -0.4583
C -4.2968 2.7688 -1.2289 -0.4811
C -3.8969 1.4612 -1.0466 -0.5034
N -5.6091 3.1960 -0.7084 1.0520
O -5.7643 4.3836 -0.6693 -0.5907
O -6.3700 2.3527 -0.3181 -0.6113
N -1.4669 4.1976 -3.1254 1.0719
O -0.2780 3.9197 -3.3256 -0.5982
O -2.0367 5.1712 -3.5750 -0.5938
H -0.8801 1.5130 -2.6020 0.4694
H -3.7589 4.6731 -2.1100 0.6180
H -4.4789 0.6858 -0.5109 0.5946
N -0.0528 -0.7911 1.1186 0.1382
H -0.3618 0.0993 0.7764 -0.2393
H 0.6886 -0.6350 1.7913 -0.0532
H -0.8384 -1.1657 1.6588 0.5709
O -0.9448 -3.2145 2.1292 -0.6494
C -1.3833 -3.6144 1.0793 0.2492
O -0.8818 -3.4420 -0.0844 -0.6857
C -2.7304 -4.3584 1.0942 0.1653
N -3.7574 -3.7304 0.1272 0.3027
C -5.1439 -3.7584 0.7306 -0.4780
C -4.9607 -4.4573 2.1164 -0.6437
C -3.4764 -4.1885 2.4308 -0.7860
H -2.6255 -5.4147 0.8217 0.3382
H -3.7710 -4.2957 -0.7379 0.4198
H -3.4772 -2.7825 -0.1558 0.0583
H -5.8676 -4.3359 0.1506 0.3366
H -5.4388 -2.7329 0.8528 0.3026
H -5.1248 -5.5225 2.0791 0.3488
H -5.7077 -3.9972 2.8086 0.3616
H -3.0572 -4.8300 3.1772 0.5122
H -3.3484 -3.1626 2.7432 0.2818
```

---

# C6H16NO

2 unconnected molecules or ions with the total composition C6H16NO (ωB97M-V with the def2-TZVPD basis set, the OMol25 dataset).

Summary:
E_HOMO   -12.333 eV
Net charge   +1
DFT total energy   -367.89784 Ha

Geometry as XYZ:
```
24
Properties=species:S:1:pos:R:3:mulliken_charge:R:1
C 0.8996 0.5933 1.8786 -0.7332
C -0.3374 0.6542 1.2039 -0.5686
C -0.1640 0.1857 -0.3120 -0.4714
C -2.4181 -0.2646 -1.2689 -0.8840
C -1.2912 -0.6485 -0.6208 0.1337
C -1.1690 -2.1063 -0.1418 -1.1855
N 1.9362 1.6146 1.3774 -0.3102
H 1.5237 -0.3724 1.7948 0.3684
H 0.6864 0.7567 2.9343 0.3403
H -1.1945 0.2167 1.6866 0.5265
H -0.6756 1.7409 1.2111 0.3012
H -0.0966 1.0495 -1.0720 0.4184
H 0.8320 -0.2719 -0.4615 0.5441
H -2.5738 0.8194 -1.6755 0.2382
H -3.2439 -0.9959 -1.3144 0.2681
H -0.8954 -2.3378 0.9107 0.2951
H -2.1824 -2.5154 -0.2152 0.3866
H -0.4501 -2.6557 -0.7885 0.2667
H 1.9660 1.5241 0.3517 0.3318
H 1.8610 2.6191 1.5879 0.3639
H 2.9022 1.3373 1.6156 0.3793
H 2.0062 -0.1475 -3.2276 0.2769
H 0.6734 -0.6244 -2.9383 0.2971
O 1.4053 -0.1712 -2.5163 -0.5831
```